Entry 1:
ORCA calculation (ωB97M-V/def2-TZVPD) on a molecular structure, C29H22N6OS2V.

Element x y z (Å)
V  0.3578  -0.4478  -0.1451
N  -0.0364  -0.4136  -4.3747
C  -0.0777  -0.7342  -3.0661
S  1.3530  -1.2672  -2.2723
N  -1.2194  -0.6824  -2.4347
N  -1.1799  -0.9944  -1.1425
C  -2.2161  -1.6048  -0.6172
C  -3.3884  -2.0297  -1.3986
C  -3.7992  -3.3600  -1.3441
C  -4.8748  -3.7886  -2.0981
C  -5.5482  -2.8989  -2.9176
C  -5.1505  -1.5736  -2.9662
C  -4.0733  -1.1375  -2.2181
C  -2.1005  -1.8174  0.7882
C  -3.1365  -2.3072  1.5971
C  -2.9448  -2.3875  2.9539
C  -1.7177  -1.9787  3.4768
C  -0.7407  -1.5178  2.6180
N  -0.9062  -1.4463  1.3007
H  0.8034  -0.6148  -4.8901
H  -0.9036  -0.2807  -4.8714
H  -3.2584  -4.0591  -0.7221
H  -5.1848  -4.8209  -2.0506
H  -6.3842  -3.2344  -3.5120
H  -5.6824  -0.8743  -3.5918
H  -3.7662  -0.1043  -2.2484
H  -4.0698  -2.5956  1.1427
H  -3.7209  -2.7684  3.5988
H  -1.5273  -2.0189  4.5345
H  0.2189  -1.1933  3.0025
O  2.6702  2.8341  -1.2628
C  2.0625  1.9001  -0.9113
N  1.4470  0.9543  -0.5491
C  -3.8354  5.3253  -0.6981
C  -3.0611  5.0473  0.4168
C  -2.2614  3.9207  0.4532
C  -2.2308  3.0495  -0.6343
C  -3.0065  3.3445  -1.7577
C  -3.8087  4.4671  -1.7855
C  -1.4077  1.8439  -0.6883
C  -0.8975  1.1387  0.3173
C  -1.0568  1.3872  1.7372
C  0.0682  1.6714  2.5215
C  -0.0640  1.9095  3.8764
C  -1.3121  1.8569  4.4787
C  -2.4295  1.5520  3.7175
C  -2.3084  1.3159  2.3627
H  -4.4554  6.2093  -0.7234
H  -3.0740  5.7219  1.2602
H  -1.6495  3.7204  1.3199
H  -2.9766  2.6749  -2.6081
H  -4.4042  4.6799  -2.6612
H  -1.2267  1.5166  -1.7130
H  1.0432  1.7349  2.0487
H  0.8095  2.1528  4.4645
H  -1.4232  2.0705  5.5326
H  -3.4014  1.5110  4.1869
H  -3.1859  1.0911  1.7745
S  3.4989  -2.5368  2.3801
C  2.4137  -1.7926  1.5198
N  1.5901  -1.2231  0.8916

Properties
- spin multiplicity = 2
- LUMO (spin up / spin down) (eV) = -1.406 / -1.453
- net charge = 0
- relative energy (zero: lowest compared OMol25 entry of this formula, charge and spin) (eV) = 0.8661



Entry 2:
ORCA calculation (ωB97M-V/def2-TZVPD) on a molecular structure, C29H22N7O2RbS.

Element x y z (Å)
Rb  -0.2179  -0.1710  -1.1895
N  4.5879  1.1350  -1.9569
C  3.3983  0.5079  -2.0470
N  2.2643  1.0633  -2.2927
C  2.2346  2.4511  -2.4579
N  1.1531  3.1241  -2.5982
N  -0.0189  2.3927  -2.6992
C  -0.9651  2.8734  -1.9977
C  -2.3334  2.3247  -2.0294
C  -3.3531  3.1158  -1.5034
C  -4.6629  2.6809  -1.6026
C  -4.9102  1.4665  -2.2187
C  -3.8283  0.7303  -2.6803
N  -2.5655  1.1303  -2.5853
C  3.5070  3.1996  -2.4410
C  3.5786  4.5727  -2.6766
C  4.7933  5.2255  -2.6411
C  5.9625  4.5176  -2.3650
C  5.9150  3.1589  -2.1300
C  4.6852  2.5088  -2.1725
H  5.4105  0.6003  -1.7359
H  3.4346  -0.5669  -1.8943
H  -0.8103  3.7607  -1.3839
H  -3.1111  4.0583  -1.0308
H  -5.4741  3.2786  -1.2083
H  -5.9144  1.0820  -2.3303
H  -3.9868  -0.2396  -3.1393
H  2.6602  5.1037  -2.8828
H  4.8408  6.2901  -2.8253
H  6.9129  5.0333  -2.3349
H  6.8167  2.5980  -1.9163
O  -0.4842  0.9347  1.3290
S  -0.2446  -0.2264  2.1793
O  0.9475  -0.1792  2.9972
N  -0.3848  -1.4748  1.2518
C  -0.1000  -2.7635  1.6080
C  0.1182  -3.2346  2.8921
C  0.3449  -4.5982  3.1461
C  0.3641  -5.5213  2.1399
C  0.1672  -5.0910  0.8077
C  0.1870  -5.9860  -0.2844
C  0.0081  -5.5153  -1.5520
C  -0.1845  -4.1325  -1.7288
N  -0.2156  -3.2638  -0.7484
C  -0.0535  -3.7193  0.5256
C  -1.6264  -0.2677  3.3138
C  -2.8881  -0.5789  2.8255
C  -3.9714  -0.5978  3.6890
C  -3.7921  -0.3076  5.0364
C  -2.5275  -0.0029  5.5182
C  -1.4385  0.0155  4.6564
H  0.1216  -2.5366  3.7175
H  0.5028  -4.9112  4.1712
H  0.5314  -6.5730  2.3361
H  0.3467  -7.0411  -0.0934
H  0.0151  -6.1713  -2.4121
H  -0.3170  -3.7393  -2.7336
H  -3.0087  -0.8158  1.7759
H  -4.9560  -0.8446  3.3123
H  -4.6390  -0.3249  5.7105
H  -2.3843  0.2181  6.5682
H  -0.4424  0.2437  5.0118

Properties
- LUMO (eV) = -0.281
- net charge = 0
- relative energy (zero: lowest compared OMol25 entry of this formula, charge and spin) (eV) = 0.0077



Entry 3:
ORCA calculation (ωB97M-V/def2-TZVPD) on a molecular structure, C29H23AlClN4O8S.

Element x y z (Å)
Al  0.2032  0.2588  0.2594
O  5.3531  -4.9608  -0.9453
N  4.6620  -4.6293  -0.0103
O  4.6749  -5.1482  1.0866
C  3.9381  -3.3486  -0.1395
C  4.4654  -2.4518  -0.9963
C  3.8620  -1.1683  -1.1618
C  4.3418  -0.1833  -2.0432
C  3.6803  1.0149  -2.1364
C  2.5270  1.2170  -1.3724
N  2.0616  0.3015  -0.5420
C  2.7214  -0.8686  -0.4210
C  2.1788  -1.8205  0.5062
N  1.0853  -1.4177  1.1951
C  0.5153  -2.2776  2.0123
C  0.9926  -3.5780  2.1887
C  2.1049  -3.9919  1.5089
C  2.7572  -3.0852  0.6453
H  5.3539  -2.7104  -1.5560
H  5.2221  -0.3811  -2.6418
H  4.0219  1.7931  -2.8028
H  1.9555  2.1328  -1.4422
H  -0.3588  -1.9345  2.5485
H  0.4664  -4.2516  2.8489
H  2.4783  -4.9957  1.6289
Cl  -2.1192  6.9184  1.4958
C  -1.5682  5.3892  0.9018
C  -1.9546  4.9682  -0.3828
C  -1.5439  3.7595  -0.8855
C  -0.7320  2.9025  -0.1182
O  -0.3495  1.7534  -0.6051
C  -0.3354  3.3454  1.1704
C  0.5010  2.5351  1.9780
O  0.8981  1.3850  1.7022
C  -0.7634  4.5960  1.6646
H  -2.5827  5.6197  -0.9760
H  -1.8323  3.4368  -1.8770
H  0.8395  2.9631  2.9292
H  -0.4574  4.9163  2.6529
C  -3.7120  -3.0480  6.6239
C  -3.4778  -2.2319  5.3856
C  -4.4195  -2.1925  4.3628
C  -4.2113  -1.4300  3.2234
C  -3.0338  -0.7106  3.1094
C  -2.0775  -0.7190  4.1226
C  -2.3080  -1.4783  5.2516
S  -2.7172  0.3182  1.7300
O  -2.9600  1.6956  2.0106
O  -1.3300  -0.0121  1.3437
N  -3.7540  -0.1446  0.5894
C  -3.6659  -1.4152  -0.1519
C  -2.6818  -1.4168  -1.3235
C  -1.2839  -1.7997  -0.8566
O  -1.0907  -2.8907  -0.3590
O  -0.3643  -0.8830  -1.0040
H  -4.6051  -3.6621  6.5329
H  -3.8317  -2.3956  7.4903
H  -2.8619  -3.7006  6.8246
H  -5.3352  -2.7609  4.4607
H  -4.9591  -1.3878  2.4443
H  -1.1752  -0.1271  4.0277
H  -1.5748  -1.4884  6.0484
H  -4.0916  0.6629  0.0783
H  -4.6757  -1.6202  -0.5038
H  -3.3959  -2.2077  0.5468
H  -2.6672  -0.4501  -1.8270
H  -3.0067  -2.1777  -2.0338

Properties
- LUMO (eV) = -3.550
- net charge = +1
- relative energy (zero: lowest compared OMol25 entry of this formula, charge and spin) (eV) = 0.0000



Entry 4:
ORCA calculation (ωB97M-V/def2-TZVPD) on a molecular structure, C29H23AuBrFN3O9S.

Element x y z (Å)
Au  -1.6406  -0.0015  0.8950
C  4.1257  4.9461  1.1363
C  3.6014  4.2470  -0.1124
C  4.6973  3.8031  -1.0718
C  5.5443  2.7019  -0.4489
C  4.6658  1.5672  -0.0001
C  5.1441  0.2797  0.0795
C  4.3140  -0.7548  0.5008
F  4.8327  -1.9937  0.5595
C  3.0075  -0.5490  0.8310
C  2.4932  0.7520  0.7437
C  1.0880  0.9788  1.0449
O  0.3819  -0.0339  1.3265
C  0.6290  2.3054  0.9935
C  1.5081  3.2846  0.6112
N  2.7794  3.0830  0.2662
C  3.3197  1.8071  0.3392
C  -0.7632  2.7895  1.3419
O  -0.9025  3.9776  1.5548
O  -1.7412  1.9435  1.3821
H  4.7630  5.7857  0.8584
H  4.7017  4.2615  1.7595
H  3.2981  5.3247  1.7360
H  2.9298  4.9232  -0.6442
H  5.3089  4.6671  -1.3327
H  4.2331  3.4335  -1.9894
H  6.1010  3.0976  0.4054
H  6.2841  2.3349  -1.1610
H  6.1690  0.0576  -0.1886
H  2.3607  -1.3594  1.1347
H  1.1429  4.3034  0.5744
C  -4.1846  -6.6548  0.2818
C  -4.2252  -5.1730  0.0278
C  -4.0681  -4.6761  -1.2615
C  -4.0452  -3.3132  -1.4989
C  -4.1970  -2.4372  -0.4344
C  -4.3611  -2.9058  0.8571
C  -4.3770  -4.2730  1.0774
S  -4.1898  -0.6961  -0.7698
O  -3.2893  -0.4983  -1.8896
O  -5.5522  -0.2729  -0.8919
N  -3.5486  0.0452  0.5081
C  -4.3133  0.6979  1.5766
C  -4.1149  -0.0869  2.9063
O  -5.1121  -0.1267  3.6434
O  -2.9366  -0.5495  3.0215
H  -4.7958  -7.1966  -0.4415
H  -4.5446  -6.8924  1.2824
H  -3.1622  -7.0290  0.1949
H  -3.9320  -5.3638  -2.0883
H  -3.8806  -2.9247  -2.4941
H  -4.4530  -2.2207  1.6897
H  -4.4899  -4.6431  2.0891
H  -5.3730  0.7677  1.3611
H  -3.8705  1.6573  1.8423
Br  0.3345  2.7781  -2.8562
C  0.7203  0.9773  -2.4060
C  2.0068  0.4993  -2.5925
N  2.3490  -0.7454  -2.2899
C  1.4112  -1.5360  -1.7744
C  0.1012  -1.1375  -1.5272
C  -0.2648  0.1579  -1.8820
C  -0.8363  -2.1650  -0.8966
O  -0.8779  -3.2672  -1.3854
O  -1.5072  -1.8510  0.1944
H  2.7804  1.1415  -3.0001
H  1.7062  -2.5518  -1.5380
H  -1.2839  0.5022  -1.7610

Properties
- LUMO (eV) = 1.157
- net charge = -1
- relative energy (zero: lowest compared OMol25 entry of this formula, charge and spin) (eV) = 0.0000



Entry 5:
ORCA calculation (ωB97M-V/def2-TZVPD) on a molecular structure, C29H23B2CsF9N7O5.

Element x y z (Å)
Cs  1.0959  -0.0522  -0.6325
C  -4.4655  -0.4104  -1.3513
C  -3.1644  0.0668  -0.7855
N  -2.5096  -0.5797  0.1009
O  -2.8941  -1.7812  0.5164
B  -3.1674  -1.8586  2.0011
F  -4.4171  -1.3069  2.2661
F  -3.0368  -3.1617  2.3886
O  -2.1075  -1.0359  2.6927
N  -1.9858  0.1685  2.1673
C  -2.2556  1.2322  2.8172
C  -2.7627  1.1809  4.2283
C  -2.0701  2.5405  2.1420
N  -1.3021  2.5160  1.1227
O  -1.1390  3.6828  0.4883
B  -0.3742  3.6196  -0.8156
F  0.9650  3.9208  -0.5956
F  -0.9635  4.5463  -1.6675
O  -0.3907  2.2317  -1.4185
N  -1.2604  1.2785  -1.0242
C  -2.5015  1.2906  -1.2922
C  -3.2639  2.3128  -2.0809
C  -2.7133  3.7955  2.6631
H  -4.7588  -1.3465  -0.8879
H  -4.3876  -0.5436  -2.4329
H  -5.2377  0.3387  -1.1672
H  -2.6600  0.1776  4.6281
H  -3.8197  1.4527  4.2428
H  -2.2209  1.8906  4.8547
H  -2.6100  3.1376  -2.3545
H  -4.0995  2.7098  -1.4981
H  -3.6750  1.8671  -2.9896
H  -3.5975  3.5895  3.2634
H  -2.9832  4.4277  1.8195
H  -2.0037  4.3633  3.2703
C  0.5511  -4.7253  0.0331
C  1.7856  -5.3325  0.1899
C  2.8857  -4.5624  0.5411
C  2.7236  -3.1920  0.7065
N  1.5315  -2.6130  0.5529
C  0.4792  -3.3547  0.2398
C  3.8280  -2.2682  1.1172
C  5.1011  -2.7152  1.4561
C  6.0182  -1.7952  1.9334
C  5.6502  -0.4674  2.0563
C  4.3707  -0.0940  1.6506
N  3.4963  -0.9809  1.1896
C  3.8898  1.3162  1.7701
C  4.7661  2.3932  1.7285
C  4.2605  3.6731  1.8966
C  2.9040  3.8393  2.0998
C  2.1008  2.7070  2.1087
N  2.5738  1.4760  1.9418
H  -0.3340  -5.2905  -0.2263
H  1.8946  -6.4007  0.0521
H  3.8471  -5.0363  0.6830
H  -0.4726  -2.8304  0.1661
H  5.3719  -3.7587  1.3736
H  7.0079  -2.1168  2.2313
H  6.3326  0.2575  2.4782
H  5.8210  2.2410  1.5423
H  4.9203  4.5302  1.8506
H  2.4684  4.8210  2.2209
H  1.0252  2.7906  2.2224
F  -1.2227  -2.1201  -7.7764
C  -0.9570  -1.8473  -6.5214
C  -1.4033  -0.6425  -5.9635
F  -2.0918  0.2032  -6.7156
C  -1.1258  -0.3543  -4.6576
F  -1.5421  0.7783  -4.1446
C  -0.3711  -1.2613  -3.8090
O  -0.0988  -1.0114  -2.6319
C  0.0564  -2.4926  -4.4538
F  0.7434  -3.3553  -3.7349
C  -0.2258  -2.7700  -5.7559
F  0.1782  -3.8993  -6.3207

Properties
- LUMO (spin up / spin down) (eV) = -3.202 / -1.495
- net charge = 0
- relative energy (zero: lowest compared OMol25 entry of this formula, charge and spin) (eV) = 1.8393



Entry 6:
ORCA calculation (ωB97M-V/def2-TZVPD) on a molecular structure, C29H23BeBr4CaCl5F4MgN2O7S.

Element x y z (Å)
C  -4.8928  -1.4882  -6.5444
C  -4.0328  -1.3720  -5.5500
C  -3.4340  -1.3248  -4.0578
C  -3.3921  0.0916  -3.3135
C  -2.8531  0.2312  -1.8236
C  -2.3447  -1.1031  -1.0928
C  -2.3470  -2.5132  -1.8492
C  -2.8982  -2.6359  -3.3407
C  -1.7660  -3.7881  -1.0328
O  -2.1539  -4.9426  -1.3941
C  -0.6920  -3.5145  0.1587
C  0.3938  -4.6155  0.5412
Cl  0.5358  -6.2468  -0.2711
C  1.4108  -4.2203  1.6918
C  2.5829  -5.2322  2.1236
C  3.9899  -4.5205  2.4659
C  4.4426  -3.3993  1.3967
C  5.4623  -3.9201  0.2463
S  4.5555  -3.8126  -1.3974
C  4.0360  -2.0789  -1.7552
N  4.5726  -1.1180  -2.7694
N  3.9665  0.0799  -2.8397
C  2.9005  0.0165  -1.7961
O  2.9793  -1.2845  -1.1674
C  1.3463  -2.8191  2.4280
C  0.2690  -1.7241  2.0538
C  0.3046  -0.3258  2.8471
C  0.9457  0.8714  1.9027
O  0.3519  2.0168  1.8419
F  2.1696  0.6693  1.1630
C  -0.7456  -2.0920  0.8941
C  -1.8249  -1.0213  0.4232
O  -2.3054  -0.0541  1.1957
H  -5.7112  -1.5840  -7.3545
H  -3.7692  1.0407  -3.8837
H  -2.8135  1.2488  -1.2734
H  -2.9242  -3.6696  -3.8675
H  2.2228  -5.7487  3.1102
H  2.7131  -6.1148  1.3685
H  4.0239  -4.1021  3.5337
H  4.8018  -5.3600  2.4258
H  5.0170  -2.5819  2.0033
H  3.5792  -2.8508  0.8747
H  6.3217  -3.1365  0.1868
H  5.9361  -4.9472  0.4435
H  2.1539  0.8925  -1.5783
H  2.0987  -2.5823  3.2564
H  1.0829  -0.4710  3.7202
H  -0.7212  0.0368  3.2221
Ca  -3.0611  1.6278  1.2467
F  2.2396  -3.6246  4.6598
Br  1.4810  -0.4605  -3.8301
F  2.2556  -7.7070  -0.4448
Be  2.8193  -4.8576  5.7982
C  1.3343  4.3048  -2.4002
Br  2.4247  2.7043  -2.2371
Br  -0.4374  3.9004  -3.0802
Br  1.2617  5.2995  -0.7354
H  1.8196  4.9478  -3.1359
F  -2.6314  1.5042  -5.2527
Mg  2.0893  0.7362  3.9690
C  -0.6555  7.8972  -1.1882
O  -1.1897  9.1270  -0.7053
C  -2.5296  9.1296  -0.5646
O  -3.2713  8.2041  -0.8078
O  -2.8983  10.3394  -0.1067
C  -4.3037  10.4885  0.0915
H  0.4273  8.0080  -1.2625
H  -0.8722  7.0836  -0.4920
H  -1.0480  7.6704  -2.1832
H  -4.6652  9.7782  0.8394
H  -4.8415  10.3647  -0.8517
H  -4.4841  11.4993  0.4608
C  -3.3615  -2.1707  4.9297
Cl  -3.1343  -2.4668  6.6661
Cl  -3.7904  -0.4605  4.6725
Cl  -1.8546  -2.5408  4.0622
Cl  -4.6675  -3.2060  4.3164

Properties
- LUMO (eV) = -9.625
- net charge = +2



Entry 7:
ORCA calculation (ωB97M-V/def2-TZVPD) on a molecular structure, C29H23Cl2N4O2ReSeTe.

Element x y z (Å)
Re  0.0572  0.5476  0.0571
Te  1.2440  2.3704  -1.2039
C  -0.4444  3.6374  -1.1515
C  -1.1469  3.8702  -2.3294
C  -2.2620  4.6938  -2.3022
C  -2.6775  5.2684  -1.1081
C  -1.9779  5.0261  0.0647
C  -0.8537  4.2113  0.0479
H  -0.8412  3.4067  -3.2592
H  -2.8116  4.8808  -3.2153
H  -3.5507  5.9071  -1.0927
H  -2.3012  5.4759  0.9943
H  -0.2952  4.0392  0.9606
Cl  -3.8707  -3.2221  -1.0901
C  -2.3954  -3.9975  -0.6108
C  -1.9389  -5.0680  -1.3559
C  -0.7968  -5.7445  -0.9579
C  -0.1175  -5.3344  0.1743
C  -0.5696  -4.2397  0.8929
Cl  0.3711  -3.7407  2.2704
C  -1.7253  -3.5367  0.5339
N  -2.1743  -2.3996  1.2132
C  -2.5282  -2.4234  2.5897
C  -2.7680  -3.6265  3.2477
C  -3.0764  -3.6417  4.5968
C  -3.1666  -2.4559  5.3076
C  -2.9521  -1.2562  4.6514
C  -2.6359  -1.2231  3.2981
C  -2.3766  0.1137  2.6353
C  -0.9872  0.6028  2.9791
O  -0.5298  0.8131  4.0467
O  -0.1637  0.8214  1.8644
H  -2.4968  -5.3748  -2.2294
H  -0.4438  -6.5947  -1.5250
H  0.7736  -5.8469  0.5098
H  -2.8180  -1.8637  0.6476
H  -2.7133  -4.5559  2.6948
H  -3.2552  -4.5882  5.0907
H  -3.4111  -2.4630  6.3615
H  -3.0250  -0.3217  5.1945
H  -3.0875  0.8559  3.0022
H  -2.4863  0.0761  1.5548
C  2.5142  -0.5934  2.6180
N  3.3489  -0.5296  1.4196
C  2.9844  -0.8328  0.1755
Se  1.2683  -1.4199  -0.4340
N  4.0301  -0.6437  -0.6395
C  5.1228  -0.1978  0.0948
C  6.4195  0.1428  -0.2698
C  7.2481  0.5661  0.7490
C  6.8043  0.6509  2.0777
C  5.5151  0.3139  2.4366
C  4.6838  -0.1197  1.4102
H  1.6537  -1.2204  2.4125
H  2.1849  0.4070  2.8964
H  3.0991  -1.0375  3.4198
H  3.9896  -0.8080  -1.6324
H  6.7624  0.0815  -1.2939
H  8.2683  0.8426  0.5198
H  7.4928  0.9918  2.8388
H  5.1740  0.3860  3.4601
N  -2.1926  -0.2255  -2.0280
C  -1.3645  0.0611  -1.2688

Properties
- spin multiplicity = 2
- LUMO (spin up / spin down) (eV) = -4.224 / -4.500
- net charge = +1



no.,maximum force (eV Å⁻¹),E (eV)
1,2.59,-88776.563
2,0.49,-56447.013
3,1.34,-82740.695
4,1.38,-140633.890
5,2.45,-77473.664
6,6.61,-436479.972
7,0.62,-140310.911